one:
Formula: C7H8
Source: the Open Molecules 2025 dataset
Level of theory: the ωB97M-V functional and the def2-TZVPD basis

Geometry (Å):
H (0.3571, -1.3256, 2.0982)
H (-0.9468, -2.1025, 1.1731)
H (1.3890, 0.8170, 1.1995)
H (0.6090, -1.7898, 0.3956)
C (1.0527, 0.7630, -2.1796)
C (-0.2831, 0.3044, -1.6979)
C (0.5457, 0.9875, 0.5280)
C (0.8450, 0.8164, -0.9056)
H (1.8029, 0.9897, -2.9512)
C (-0.6345, 0.0019, 0.6814)
H (-2.2520, -0.4185, -0.7790)
C (-0.1217, -1.3847, 1.1129)
C (-1.2133, -0.0522, -0.7511)
H (0.1812, 2.0206, 0.6295)
H (-1.3312, 0.3726, 1.4461)

The value obtained for the HOMO energy is -0.2862 Eh. The structure (SMILES) is C[C@@H]1C=C2C=C2C1. Its frontier orbital gap is 0.3227 Eh. The LUMO energy comes out at 0.993 eV.

Löwdin atomic charge list, values in e, 8 entries: atom 1 (H): 0.072, atom 2 (H): 0.075, atom 3 (H): 0.117, atom 4 (H): 0.086, atom 5 (C): 0.087, atom 6 (C): -0.092, atom 7 (C): -0.095, atom 8 (C): -0.167

***

two:
Formula: C7H8
Source: the Open Molecules 2025 dataset
Level of theory: the ωB97M-V functional and the def2-TZVPD basis

Geometry (Å):
C (0.2739, -1.4234, -0.9374)
C (-1.4852, -0.1267, 0.2954)
C (-1.4584, 1.6738, 2.2647)
H (2.1461, -0.2977, -0.2057)
C (1.0028, -1.4435, -1.9423)
H (0.8766, 0.7894, -1.1189)
C (-0.1898, -0.9085, 0.2363)
H (-1.4395, 2.3941, 3.0503)
H (2.4590, 1.4980, -0.4934)
H (1.3489, -1.8653, -2.8643)
H (-1.6559, 0.3680, -0.6664)
H (-2.3440, -0.7979, 0.4463)
C (1.8012, 0.6301, -0.6083)
H (0.1417, -1.3569, 1.1704)
C (-1.4773, 0.8665, 1.3732)

The value obtained for the HOMO energy is -0.2976 Eh. Its frontier orbital gap is 0.2784 Eh. The LUMO energy comes out at -0.522 eV.

Löwdin atomic charge list, values in e, 8 entries: atom 1 (C): -0.234, atom 2 (C): -0.221, atom 3 (C): 0.107, atom 4 (H): -0.022, atom 5 (C): 0.103, atom 6 (H): -0.024, atom 7 (C): -0.137, atom 8 (H): 0.022

***

three:
Formula: C7H8
Source: the Open Molecules 2025 dataset
Level of theory: the ωB97M-V functional and the def2-TZVPD basis

Geometry (Å):
C (-0.3955, 0.7148, 0.7873)
C (-0.5911, -0.7388, -1.4765)
H (1.6891, -1.4325, -0.1199)
H (2.0299, -0.3623, -1.4805)
H (-1.0372, 1.3257, 2.7060)
C (-0.9615, -1.4131, -2.4075)
H (2.1973, 0.2376, 0.1737)
H (-1.8783, -0.0849, 2.0307)
H (-0.1081, 2.4763, -0.6372)
C (1.6079, -0.4060, -0.4763)
C (-0.9125, 0.4137, 2.1232)
H (-0.2406, -0.2634, 2.6503)
H (-1.3915, -2.0096, -3.1590)
C (0.1473, 0.0441, -0.4908)
C (-0.1551, 1.4984, -0.2236)

The value obtained for the HOMO energy is -0.3348 Eh. The structure (SMILES) is C#C[C@@]1(C)C=C1C. Its frontier orbital gap is 0.3703 Eh. The LUMO energy comes out at 0.965 eV.

Löwdin atomic charge list, values in e, 8 entries: atom 1 (C): -0.178, atom 2 (C): -0.087, atom 3 (H): 0.078, atom 4 (H): 0.078, atom 5 (H): 0.081, atom 6 (C): 0.116, atom 7 (H): 0.077, atom 8 (H): 0.088

***

Energies relative to the most stable structure, in hartree: one 0.0204; two 0.1311; three 0.0000.

***

one:
Formula: CH13O5S
Source: the Open Molecules 2025 dataset
Level of theory: the ωB97M-V functional and the def2-TZVPD basis

Geometry (Å):
H (3.1663, -1.4776, 0.4199)
H (0.1630, 1.4127, 0.2076)
H (-1.0652, -0.3486, -1.9608)
H (-2.7794, 0.5424, 0.2854)
H (1.1736, 2.6258, 0.4963)
H (-2.8356, -0.8904, -0.4028)
H (0.6803, -1.7092, -1.9485)
H (2.7782, -0.2647, 1.7818)
O (-0.0154, -1.5872, -2.6184)
O (-3.1315, -0.3369, 0.3482)
H (1.4445, -1.1661, 0.8265)
O (-1.4370, 0.3879, -1.4885)
S (2.4343, 0.4903, -0.7444)
O (0.2517, 2.3328, 0.5558)
H (-0.6641, 0.8889, 2.6430)
H (-1.4422, -0.3369, 2.4332)
C (2.4741, -0.8185, 0.8511)
O (-0.8643, 0.0891, 3.0540)
H (-0.8717, 1.1882, -1.5784)
H (0.5403, -1.0221, -3.1608)

The value obtained for the HOMO energy is -0.1209 Eh. The net charge is -1. Its frontier orbital gap is 0.2474 Eh. The LUMO energy comes out at 3.443 eV.

Löwdin atomic charge list, values in e, 8 entries: atom 1 (H): -0.076, atom 2 (H): -0.047, atom 3 (H): -0.033, atom 4 (H): 0.005, atom 5 (H): -0.017, atom 6 (H): 0.037, atom 7 (H): 0.027, atom 8 (H): 0.007

***

two:
Formula: CH13O5S
Source: the Open Molecules 2025 dataset
Level of theory: the ωB97M-V functional and the def2-TZVPD basis

Geometry (Å):
S (0.3690, 1.9036, -0.1098)
O (-2.1986, 1.4252, -2.1280)
H (2.5147, 0.9482, 1.0447)
H (0.8837, -2.7793, 0.0786)
H (-1.7531, 0.6853, -2.5585)
O (-1.9363, -1.4597, 0.0827)
H (0.2585, 0.1323, -1.1659)
H (0.0551, 0.9217, 2.0853)
H (-2.3528, -0.5933, -0.0176)
H (-1.5992, 1.5854, -1.3668)
H (-0.4614, 2.6087, 2.0863)
H (1.5933, -2.0791, 1.2282)
O (1.5689, -2.9114, 0.7403)
H (0.7598, -1.2413, -1.8649)
H (-1.1697, -1.3627, -0.5060)
O (0.1973, -0.4709, -1.9667)
O (2.7420, 0.0084, 1.1512)
H (-1.4940, 1.3643, 1.3702)
C (-0.4695, 1.6898, 1.5114)
H (2.4922, -0.3751, 0.3052)

The value obtained for the HOMO energy is -0.1442 Eh. The net charge is -1. Its frontier orbital gap is 0.2675 Eh. The LUMO energy comes out at 3.355 eV.

Löwdin atomic charge list, values in e, 8 entries: atom 1 (S): 0.347, atom 2 (O): -0.132, atom 3 (H): -0.026, atom 4 (H): 0.013, atom 5 (H): 0.000, atom 6 (O): -0.080, atom 7 (H): -0.127, atom 8 (H): -0.005

***

Energies relative to the most stable structure, in hartree: one 0.0476; two 0.0000.

***

one:
Formula: C21H22N2O4
Source: the Open Molecules 2025 dataset
Level of theory: the ωB97M-V functional and the def2-TZVPD basis

Geometry (Å):
C (-1.1762, 0.6610, -0.2230)
H (-0.8168, 3.9562, -0.4974)
H (-1.2139, -0.1231, -0.9838)
C (-3.6433, 0.4883, 0.0020)
H (3.5499, 1.1513, 1.1976)
C (3.2661, 0.4802, -0.8255)
C (-3.5538, -0.8726, 0.2841)
H (-4.9355, -3.7407, -0.1747)
N (1.9506, 0.9408, -0.9838)
C (-0.9401, 3.0180, 0.0396)
C (5.8576, -0.5256, -0.6203)
C (-4.5432, -3.1370, 0.6432)
H (7.0956, -2.0003, 1.2945)
C (3.9800, 0.6432, 0.3523)
C (7.5977, -1.1727, 0.7745)
H (-6.9888, 0.6850, -0.3580)
O (-3.3259, 3.3793, 0.3217)
C (-4.6817, -1.6769, 0.3344)
O (5.9471, 0.3623, 1.6284)
H (5.6118, -1.1753, -2.6278)
H (-7.2936, -2.4145, 1.1331)
C (7.3342, 0.1283, 1.5313)
H (-5.1054, -3.3927, 1.5406)
O (7.1148, -1.0715, -0.5466)
C (5.2755, 0.1541, 0.4543)
C (3.8630, -0.1622, -1.9097)
H (-7.1231, -2.7670, -0.5820)
H (3.3192, -0.2786, -2.8358)
C (-7.1766, -1.9607, 0.1493)
H (1.5572, 0.7455, -1.8940)
C (-2.4055, 2.6237, 0.1223)
H (-0.2443, 1.9463, -1.7085)
C (1.1553, 1.5806, -0.0859)
N (-2.4806, 1.2725, -0.0622)
C (-5.9398, -1.1171, 0.1001)
C (-4.8978, 1.0420, -0.2322)
H (7.7123, 0.0775, 2.5532)
C (-0.2554, 1.8279, -0.6215)
H (-3.5013, -3.4037, 0.8012)
H (-8.0583, -1.3611, -0.0611)
C (5.1430, -0.6635, -1.8032)
H (-0.5541, 3.1494, 1.0546)
H (7.8180, 0.9590, 0.9993)
O (1.4803, 1.8911, 1.0365)
H (-0.8330, 0.2248, 0.7247)
H (-2.5940, -1.3242, 0.4844)
H (-4.9918, 2.0931, -0.4431)
H (8.6659, -1.3805, 0.6994)
C (-6.0210, 0.2402, -0.1764)

The value obtained for the HOMO energy is -0.2988 Eh. The structure (SMILES) is Cc1ccc(N2C[C@H](C(=O)Nc3ccc4c(c3)OCCO4)CC2=O)cc1C. Its frontier orbital gap is 0.3161 Eh. The LUMO energy comes out at 0.472 eV.

Löwdin atomic charge list, values in e, 8 entries: atom 1 (C): -0.093, atom 2 (H): 0.133, atom 3 (H): 0.135, atom 4 (C): -0.179, atom 5 (H): 0.116, atom 6 (C): -0.218, atom 7 (C): 0.017, atom 8 (H): 0.083

***

two:
Formula: C21H22N2O4
Source: the Open Molecules 2025 dataset
Level of theory: the ωB97M-V functional and the def2-TZVPD basis

Geometry (Å):
H (0.2463, -3.2246, 4.1373)
H (2.1365, 3.4272, -0.0614)
H (-0.7337, 2.7397, 2.4533)
O (-1.6617, 0.3015, 1.5848)
O (-3.2272, -0.9893, -0.6785)
H (2.3893, 0.4022, 1.5778)
C (-2.2118, 0.9362, 0.4523)
H (-0.7076, -3.2229, -5.5541)
C (0.5188, -0.5216, 2.1199)
C (0.7166, -2.4296, 3.5771)
C (-0.0683, -1.5595, 2.8484)
H (2.8141, 3.4910, 1.5715)
H (1.1834, -3.3982, -1.2499)
H (0.4053, -3.1005, 0.3257)
C (0.7161, 4.0029, 1.4731)
H (2.7056, -2.9698, 4.1704)
C (2.0950, -2.2896, 3.5964)
C (-1.3550, -0.6623, -2.7839)
C (-0.4969, -2.7913, -3.4787)
C (-2.4483, -0.0804, -0.6763)
C (0.0804, 1.5988, 0.8253)
H (-1.1410, -1.6657, 2.8307)
H (0.0269, 4.4118, 0.7313)
C (-1.7350, -0.3707, -4.0770)
O (-0.0323, 1.8309, -2.2665)
H (0.9999, 1.5279, 0.2405)
C (2.1207, 3.9676, 0.8817)
H (2.4704, 4.9793, 0.6913)
O (-0.3562, -2.0107, -1.1627)
H (-2.2120, 0.5732, -4.2895)
C (-0.8877, -2.4970, -4.7754)
C (2.6810, -1.2655, 2.8718)
H (0.7083, 4.6777, 2.3320)
H (-0.4416, -4.0663, -0.9115)
N (-1.5861, 0.2402, -1.7071)
C (0.2297, 2.6343, 1.9480)
C (-0.8226, 1.3676, -1.4905)
H (-1.3998, 2.9326, -0.1098)
H (-3.1480, 1.4023, 0.7662)
H (-1.7881, -1.0740, -6.0967)
C (0.2300, -3.2195, -0.7428)
C (-0.7167, -1.8707, -2.4621)
H (0.9414, 2.2348, 2.6749)
C (-1.1301, 1.8785, -0.0933)
N (-0.2581, 0.2795, 1.3195)
H (-0.0185, -3.7347, -3.2691)
H (3.7547, -1.1455, 2.8785)
C (-1.4956, -1.2941, -5.0823)
C (1.9094, -0.3840, 2.1394)

The value obtained for the HOMO energy is -0.2864 Eh. The structure (SMILES) is CCC[C@@H]1[C@H]2C(=O)N(c3ccccc3OC)C(=O)[C@H]2ON1c1ccccc1. Its frontier orbital gap is 0.3149 Eh. The LUMO energy comes out at 0.774 eV.

Löwdin atomic charge list, values in e, 8 entries: atom 1 (H): 0.103, atom 2 (H): 0.068, atom 3 (H): 0.126, atom 4 (O): 0.000, atom 5 (O): 0.158, atom 6 (H): 0.105, atom 7 (C): -0.142, atom 8 (H): 0.105

***

Energies relative to the most stable structure, in hartree: one 0.0000; two 0.0721.